# C5H12ClGaO2Sm

A molecular structure, C5H12ClGaO2Sm at a distorted geometry (wB97M-V/def2-TZVPD, OMol25).

The geometry in XYZ format:
```
22
Properties=species:S:1:pos:R:3:forces:R:3
Ga 0.510 -0.074 -1.705 1.2 0.5 1.1
Cl -1.863 -0.237 -0.928 0.1 0.0 0.5
C 0.833 -1.984 -2.064 -0.1 -0.4 -0.2
C 0.245 1.338 -3.050 -0.1 0.2 -0.3
H 1.480 -2.114 -2.940 -0.1 -0.1 0.1
H 1.315 -2.465 -1.204 -0.1 0.1 -0.2
H -0.127 -2.478 -2.245 0.2 -0.1 -0.1
H 0.911 1.210 -3.913 -0.1 0.1 0.1
H 0.435 2.321 -2.606 0.0 -0.1 -0.1
H -0.797 1.309 -3.390 0.2 0.1 -0.1
Sm -0.348 0.100 1.392 0.3 0.0 -1.5
C -0.928 2.180 2.290 -0.1 0.3 0.6
C 1.515 0.558 0.055 0.1 -0.1 -0.5
H -0.105 2.909 2.209 -0.2 -0.1 0.1
H -1.834 2.599 1.838 0.0 0.1 0.1
H -1.118 1.974 3.357 -0.1 0.4 0.0
H 1.960 1.554 -0.160 -0.4 -0.4 0.1
H 2.377 -0.120 0.283 -0.5 0.1 -0.3
O -1.229 -3.157 3.957 -0.1 0.6 -0.4
C -1.145 -2.187 3.233 1.5 0.7 -0.8
O -0.056 -1.704 2.626 -1.4 -1.2 1.4
H -2.032 -1.531 2.967 -0.1 -0.6 0.4
```
Forces are in eV/Å.

Its total charge is -1. The spin multiplicity is 6. The relative energy (zero: lowest compared OMol25 entry of this formula, charge and spin) comes out at 0.0 kJ/mol. The calculation puts the HOMO energy (spin up / spin down) at -4.3 / -4.3 eV. The value obtained for the gap between HOMO and LUMO (spin up / spin down) is 7.2 / 7.2 eV. The value obtained for the total energy is -3391.20825 hartree.

# C4H7NO

2 unconnected molecules or ions with the total composition C4H7NO at a distorted geometry (wB97M-V/def2-TZVPD, OMol25).

The geometry in XYZ format:
```
13
Properties=species:S:1:pos:R:3:forces:R:3
O 1.612 0.038 0.998 0.2 0.3 0.1
C 1.120 0.290 -0.297 -1.0 0.8 -0.2
C 0.264 -0.807 -0.729 -1.4 0.1 0.8
C -1.500 -0.536 0.405 1.2 -0.3 -0.9
C -1.500 0.866 0.272 0.3 0.7 -0.2
N -0.981 1.890 0.057 -1.7 0.1 0.6
H 2.000 0.854 1.332 0.0 -0.1 0.1
H 1.863 0.701 -0.995 0.1 -0.8 -0.1
H 0.329 1.183 -0.311 1.8 -0.9 0.0
H 0.405 -1.804 -0.336 0.4 0.0 -0.1
H 0.059 -0.761 -1.809 -0.5 -0.1 0.6
H -1.340 -0.824 1.458 0.2 -0.1 -0.6
H -2.331 -1.088 -0.044 0.4 0.2 -0.1
```
Forces are in eV/Å.

The relative energy (zero: lowest compared OMol25 entry of this formula, charge and spin) comes out at 363.3 kJ/mol. The calculation puts the HOMO energy at -9.6 eV. The value obtained for the gap between HOMO and LUMO is 10.5 eV. The value obtained for the total energy is -286.49327 hartree.

# C5H5N

A single C5H5N molecule at a distorted geometry (wB97M-V/def2-TZVPD, OMol25).

The geometry in XYZ format:
```
11
Properties=species:S:1:pos:R:3:forces:R:3
C 0.265 0.811 -2.007 0.0 0.0 0.1
C 0.127 0.563 -0.739 0.0 0.5 0.0
C 0.025 0.650 0.558 0.0 0.1 -0.2
C -0.192 -0.495 1.530 0.0 0.0 -0.2
C -0.245 -1.688 0.678 0.0 -0.8 -0.9
N -0.251 -2.442 -0.201 -0.1 0.5 1.2
H 1.256 0.827 -2.444 -0.1 -0.1 -0.2
H 0.123 1.679 0.868 -0.1 0.0 0.8
H -0.607 1.057 -2.601 0.1 -0.2 -0.1
H 0.627 -0.577 2.260 -0.2 0.0 -0.2
H -1.128 -0.384 2.096 0.2 0.0 -0.2
```
Forces are in eV/Å.

The relative energy (zero: lowest compared OMol25 entry of this formula, charge and spin) comes out at 213.0 kJ/mol. The SMILES is C=C=CCC#N. The calculation puts the HOMO energy at -10.1 eV. The value obtained for the gap between HOMO and LUMO is 10.8 eV. The value obtained for the total energy is -248.19390 hartree.

# C8H10F6N2O4PtS2Se

A molecular structure, C8H10F6N2O4PtS2Se at a distorted geometry (wB97M-V/def2-TZVPD, OMol25).

The geometry in XYZ format:
```
34
Properties=species:S:1:pos:R:3:forces:R:3
Pt 0.225 0.517 0.442 -1.2 2.5 -1.5
F 2.626 0.588 1.805 -0.4 0.3 0.1
C 3.496 -0.403 1.530 0.2 -0.4 0.0
F 4.447 0.113 0.761 -0.3 -0.3 -0.2
F 4.041 -0.789 2.675 0.0 0.0 -0.1
S 2.543 -1.848 0.761 0.7 0.2 0.7
O 1.583 -1.235 -0.137 -0.3 0.4 -0.2
O 3.519 -2.672 0.155 0.3 -0.3 0.1
N 1.888 -2.464 2.032 0.3 -0.2 -0.4
S 0.394 -2.313 2.461 -0.5 0.2 0.9
O -0.250 -1.099 1.985 0.0 -0.1 0.3
O -0.384 -3.493 2.361 0.1 -0.5 0.2
C 0.688 -1.856 4.253 0.2 0.1 -0.2
F 1.340 -0.688 4.200 0.2 0.2 0.1
F -0.434 -1.661 4.935 -0.1 -0.2 -0.3
F 1.445 -2.726 4.900 -0.1 -0.2 -0.1
C -0.752 4.685 1.241 0.1 -0.2 0.0
C -0.630 3.180 1.490 -0.1 0.4 -0.2
C 0.402 2.901 2.609 0.2 -0.4 -0.5
C -1.984 2.614 1.957 0.1 -0.4 -0.3
C -0.187 2.481 0.241 0.4 -3.4 1.2
H -1.016 5.198 2.163 -0.1 0.1 0.1
H -1.527 4.876 0.503 -0.1 0.1 -0.1
H 0.187 5.097 0.878 0.1 0.1 0.0
H 0.113 3.426 3.517 -0.1 0.0 0.0
H 1.395 3.230 2.316 0.2 0.0 0.1
H 0.429 1.829 2.823 0.1 0.0 0.2
H -2.245 3.045 2.919 0.0 0.1 0.1
H -1.922 1.528 2.054 -0.1 0.1 0.1
H -2.764 2.844 1.240 -0.2 0.0 -0.1
H 0.131 3.107 -0.592 -0.3 -0.1 -0.3
Se -1.408 -1.020 -0.951 1.6 1.4 0.3
C -2.843 -0.172 -0.275 -0.7 0.1 0.0
N -3.802 0.331 0.115 -0.2 0.2 0.2
```
Forces are in eV/Å.

The relative energy (zero: lowest compared OMol25 entry of this formula, charge and spin) comes out at 301.0 kJ/mol. The calculation puts the HOMO energy (spin up / spin down) at -9.4 / -9.4 eV. The value obtained for the gap between HOMO and LUMO (spin up / spin down) is 6.4 / 6.3 eV. The value obtained for the total energy is -4637.44435 hartree.

# C5H7NO2

A single C5H7NO2 molecule at a distorted geometry (wB97M-V/def2-TZVPD, OMol25).

The geometry in XYZ format:
```
15
Properties=species:S:1:pos:R:3:forces:R:3
C -0.533 -0.734 -0.745 0.5 1.1 0.6
C -1.125 -0.045 0.527 -1.8 -1.3 -2.2
C -0.219 1.036 0.725 -1.3 1.8 -0.5
C 0.957 0.305 1.079 4.4 0.9 0.4
C 0.992 -0.713 -0.130 1.9 -1.4 0.8
H 0.338 0.003 -2.392 -2.7 0.7 1.4
H -0.849 -1.806 -0.859 0.0 1.2 -0.7
H -1.120 -0.780 1.271 0.1 -1.1 1.2
H -1.998 1.845 0.454 0.1 -0.6 1.0
H -0.203 1.538 -0.240 1.0 0.2 0.3
H 0.918 -0.232 2.068 0.4 0.6 -1.0
H 1.922 0.953 0.893 -1.4 -1.4 1.1
N -1.621 1.184 1.170 -0.6 0.6 -0.9
O -0.531 0.217 -1.848 2.5 -2.5 -1.3
O 2.020 -1.330 -0.418 -3.1 1.3 -0.1
```
Forces are in eV/Å.

The relative energy (zero: lowest compared OMol25 entry of this formula, charge and spin) comes out at 498.2 kJ/mol. The SMILES is O=C1C[C@@H]2N[C@H]2[C@H]1O. The calculation puts the HOMO energy at -9.4 eV. The value obtained for the gap between HOMO and LUMO is 9.8 eV. The value obtained for the total energy is -399.77581 hartree.

# C12H22BK2O3SSn

A molecular structure, C12H22BK2O3SSn at a distorted geometry (wB97M-V/def2-TZVPD, OMol25).

The geometry in XYZ format:
```
42
Properties=species:S:1:pos:R:3:forces:R:3
Sn -18.733 0.847 -27.614 0.5 0.1 -0.7
K -21.742 0.783 -25.327 -2.5 -1.3 7.8
K -22.712 -0.209 -28.115 0.0 -5.9 -3.5
B -21.039 1.341 -27.282 3.5 -2.1 -3.8
H -21.985 1.849 -27.172 -2.4 -2.6 -0.8
H -20.216 1.814 -26.769 3.0 2.3 2.5
H -21.001 0.318 -26.940 1.6 -3.9 -0.8
H -20.799 1.379 -28.333 1.2 0.0 -4.5
C -21.672 4.091 -28.785 5.5 -0.2 -3.4
S -21.905 2.975 -30.238 7.6 2.9 -6.0
O -22.673 3.661 -31.348 0.8 -1.0 2.2
C -20.129 2.983 -30.793 0.0 0.0 -0.2
H -22.698 4.354 -28.531 6.4 0.7 -0.2
H -21.052 4.956 -29.022 0.3 0.0 -0.5
H -21.092 3.470 -28.102 0.2 0.6 -0.4
H -19.709 1.980 -30.722 -0.2 -0.5 -0.2
H -19.400 3.617 -30.288 -0.5 0.5 0.1
H -20.194 3.261 -31.845 0.2 -0.1 -0.1
C -25.252 3.761 -26.509 0.9 -1.8 1.3
C -24.642 2.525 -26.463 -0.5 0.6 -0.1
C -23.778 2.149 -27.510 -1.9 -0.6 -2.3
C -23.491 2.966 -28.609 -6.9 -1.3 3.9
C -23.876 4.308 -28.464 -9.8 -0.9 -0.1
C -24.770 4.639 -27.457 -1.7 1.2 -2.9
H -25.716 4.066 -25.582 -0.7 0.4 -0.4
H -24.718 1.979 -25.534 -0.4 -0.6 -0.1
H -23.496 1.114 -27.635 -2.6 3.8 1.6
H -23.062 2.596 -29.529 -3.9 -1.9 2.4
H -23.599 5.030 -29.218 -1.2 0.4 -0.4
H -25.135 5.654 -27.406 0.2 0.3 -0.1
O -19.827 5.467 -24.440 2.0 1.3 1.4
C -20.677 4.942 -25.038 -0.6 1.3 1.0
O -21.740 5.541 -25.512 -2.3 0.2 -1.2
C -22.530 4.630 -26.380 2.0 2.5 2.7
C -21.935 3.275 -26.116 -0.8 3.2 1.7
C -20.669 3.546 -25.369 0.3 -2.8 -1.2
H -22.335 5.006 -27.384 0.1 0.5 1.7
H -23.603 4.638 -26.187 1.9 0.8 1.4
H -21.775 2.802 -27.086 -0.4 3.7 2.1
H -22.728 2.791 -25.547 0.4 -0.1 0.1
H -19.831 3.503 -26.064 0.5 -0.2 -0.1
H -20.433 2.879 -24.540 0.1 0.4 0.3
```
Forces are in eV/Å.

Its total charge is +3. The calculation puts the HOMO energy at -17.7 eV. The value obtained for the gap between HOMO and LUMO is 3.8 eV. The value obtained for the total energy is -2531.45259 hartree.

# C8H12InO6

A molecular structure, C8H12InO6 at a distorted geometry (wB97M-V/def2-TZVPD, OMol25).

The geometry in XYZ format:
```
27
Properties=species:S:1:pos:R:3:forces:R:3
In 2.228 1.537 -4.205 -0.1 0.2 0.1
C 0.297 -3.772 0.045 -0.4 -0.1 -0.1
C 0.926 -2.392 0.244 0.0 -2.2 2.2
C 2.335 -2.418 0.818 -0.9 -0.1 0.0
O 3.035 -1.598 -0.158 0.5 1.2 -1.1
C 2.254 -1.335 -1.196 0.0 -1.6 2.6
O 2.500 -0.592 -2.143 -0.2 0.0 0.1
O 1.095 -1.994 -1.057 0.4 2.5 -3.0
H 1.024 -4.372 -0.501 -0.2 0.0 -0.3
H -0.591 -3.546 -0.546 -0.1 -0.7 0.0
H 0.034 -4.362 0.923 0.0 0.6 0.3
H 0.304 -1.701 0.813 -0.3 0.2 -0.3
H 2.770 -3.417 0.840 0.2 0.2 -0.1
H 2.283 -1.969 1.810 0.8 0.2 -0.2
C -2.846 3.553 0.379 0.1 -0.8 0.9
C -1.519 2.842 0.639 -1.0 1.0 1.9
C -1.460 1.332 0.935 -3.0 2.4 0.1
O -0.393 0.974 0.114 2.1 -3.6 0.0
C -0.055 1.877 -0.751 0.7 1.4 -0.8
O 0.806 1.732 -1.682 -1.9 -0.1 2.0
O -0.697 2.980 -0.459 2.2 0.4 -4.0
H -2.710 4.539 -0.066 0.1 -0.2 0.0
H -3.290 3.683 1.366 -0.2 0.2 0.0
H -3.541 2.939 -0.194 0.1 0.1 -0.2
H -0.951 3.352 1.416 -0.3 0.2 0.3
H -2.393 0.881 0.595 0.2 -0.5 -0.2
H -1.445 1.246 2.021 1.2 -0.8 -0.2
```
Forces are in eV/Å.

Its total charge is +2. The spin multiplicity is 2. The relative energy (zero: lowest compared OMol25 entry of this formula, charge and spin) comes out at 0.0 kJ/mol. The calculation puts the HOMO energy (spin up / spin down) at -17.4 / -17.4 eV. The value obtained for the gap between HOMO and LUMO (spin up / spin down) is 10.3 / 4.2 eV. The value obtained for the total energy is -952.89340 hartree.

# C36H31ClFNO8S

3 unconnected molecules or ions with the total composition C36H31ClFNO8S at a distorted geometry (wB97M-V/def2-TZVPD, OMol25).

The geometry in XYZ format:
```
79
Properties=species:S:1:pos:R:3:forces:R:3
C -2.555 -5.149 -3.884 0.0 -0.8 -0.8
C -1.487 -4.183 -4.651 -0.1 -0.9 -1.1
C -0.765 -3.034 -3.746 1.3 -1.4 -2.2
Cl 0.134 -1.922 -4.989 -0.6 -0.9 1.1
N -1.604 -2.153 -2.916 -0.4 0.0 -0.5
C -2.005 -2.616 -1.562 -1.7 0.3 3.3
C -0.885 -3.368 -0.645 0.7 -0.2 -0.8
C 0.405 -2.459 -0.206 -0.4 0.0 1.6
O 1.606 -2.774 -1.034 2.4 0.4 3.0
C 2.848 -2.494 -0.269 0.8 4.3 4.1
C 4.251 -3.377 -0.477 -0.3 -0.5 -0.7
O 2.930 -1.508 0.660 -1.2 -6.3 -6.0
S -2.798 -1.206 -3.697 -7.1 -1.5 -1.9
O -3.073 -1.453 -5.189 2.7 1.3 5.1
O -4.175 -1.433 -2.959 6.0 1.2 -1.6
F -2.417 0.470 -3.451 0.3 -3.7 -0.4
H -3.194 -5.727 -4.714 1.5 1.3 1.8
H -3.345 -4.602 -3.217 1.7 -1.0 -1.2
H -1.945 -5.990 -3.331 -1.5 1.8 -0.6
H -0.611 -4.893 -5.047 -1.8 1.7 1.0
H -2.001 -3.779 -5.649 1.2 -0.4 2.5
H 0.145 -3.576 -3.193 -2.4 1.7 -0.5
H -2.983 -3.300 -1.518 2.2 1.5 -0.6
H -2.322 -1.640 -0.950 0.7 -2.1 -1.4
H -0.501 -4.343 -1.201 -0.7 2.0 1.3
H -1.418 -3.719 0.343 0.9 0.8 -2.1
H 0.216 -1.304 -0.217 0.2 -2.3 -0.2
H 0.653 -2.763 0.922 -0.5 0.8 -2.5
H 5.063 -2.755 -1.087 -2.1 -1.2 1.3
H 4.756 -3.642 0.556 -1.5 0.9 -1.9
H 4.052 -4.401 -1.035 0.3 2.3 1.0
C 4.190 0.913 2.753 0.2 -0.1 0.3
C 5.174 0.694 1.790 0.3 -0.2 0.2
C 6.336 -0.004 2.125 -0.3 0.2 -0.1
C 6.519 -0.475 3.431 -0.3 0.3 -0.4
C 5.545 -0.235 4.400 -0.4 0.3 -0.4
C 4.372 0.451 4.057 0.0 0.1 -0.3
C 5.749 -0.683 5.792 -1.1 0.3 0.9
O 4.893 -0.476 6.643 0.5 -0.1 -0.5
C 7.004 -1.377 6.146 0.4 -0.3 0.5
C 7.236 -1.757 7.475 0.3 -0.2 0.1
C 8.413 -2.425 7.816 -0.3 0.2 -0.2
C 9.356 -2.724 6.833 -0.2 0.1 -0.3
C 9.130 -2.343 5.509 0.0 -0.1 0.3
C 7.955 -1.659 5.168 0.4 -0.3 0.5
C 7.742 -1.228 3.772 0.9 -0.2 -1.1
O 8.572 -1.487 2.908 -0.5 0.1 0.5
H 3.280 1.449 2.490 0.2 -0.1 0.1
H 5.038 1.065 0.777 0.0 -0.1 0.2
H 7.098 -0.176 1.367 -0.1 -0.1 0.3
H 3.602 0.630 4.805 0.3 -0.1 -0.1
H 6.504 -1.529 8.248 0.1 0.0 -0.3
H 8.594 -2.714 8.849 -0.1 0.1 -0.2
H 10.270 -3.252 7.097 -0.2 0.1 -0.1
H 9.872 -2.576 4.748 -0.3 0.2 0.1
C -7.385 8.224 -0.687 0.0 -0.3 -0.2
C -6.118 8.155 -0.108 0.1 -0.3 -0.1
C -5.300 7.050 -0.350 -0.2 0.3 0.1
C -5.756 6.005 -1.164 -0.1 0.6 0.3
C -7.032 6.064 -1.722 -0.1 0.6 0.3
C -7.845 7.181 -1.492 0.1 0.2 0.2
C -7.542 4.945 -2.541 -1.3 0.0 -0.6
O -8.661 4.997 -3.035 0.6 0.0 0.3
C -6.686 3.759 -2.749 0.0 -0.6 -0.2
C -7.179 2.667 -3.475 0.2 -0.3 -0.1
C -6.372 1.547 -3.688 -0.2 0.4 0.2
C -5.071 1.519 -3.186 0.0 0.3 0.1
C -4.580 2.604 -2.457 -0.2 -0.2 -0.2
C -5.393 3.722 -2.230 0.1 -0.6 -0.2
C -4.877 4.849 -1.428 1.4 -0.1 0.5
O -3.735 4.823 -0.983 -0.7 0.0 -0.2
H -8.019 9.090 -0.506 0.1 -0.2 0.0
H -5.765 8.962 0.530 0.0 -0.2 -0.1
H -4.310 7.004 0.101 -0.2 -0.1 -0.2
H -8.837 7.240 -1.936 0.3 -0.2 0.0
H -8.192 2.683 -3.873 0.2 0.2 0.2
H -6.758 0.698 -4.247 0.1 0.2 0.1
H -4.440 0.650 -3.357 -0.7 0.7 0.2
H -3.565 2.572 -2.064 -0.3 0.2 0.0
```
Forces are in eV/Å.

The SMILES is CC[C@@H](Cl)N(CCCOC(C)=O)S(=O)(=O)F.O=C1c2ccccc2C(=O)c2ccccc21.O=C1c2ccccc2C(=O)c2ccccc21. The calculation puts the HOMO energy at -9.4 eV. The value obtained for the gap between HOMO and LUMO is 8.4 eV. The value obtained for the total energy is -3005.14585 hartree.

> total energy of number 6 (C12H22BK2O3SSn)?

-2531.45259 hartree